No. 1
50
Properties=species:S:1:pos:R:3:forces:R:3:nbo_charge:R:1 method="wB97M-V/def2-TZVPD" charge=-1 spin_multiplicity=3 homo_lumo_gap_ev="5.37 / 6.38" s2=2.0050 lumo_ev="2.323 / 2.211" homo_energy_ev="-3.049 / -4.172"
Yb 0.677 -0.824 -0.291 0.28 -1.72 -0.06 1.32
Cl 2.020 -3.036 0.918 -0.61 0.56 -0.50 -0.76
C 0.887 -0.410 -2.786 0.38 -0.27 -0.41 -1.22
H 1.512 0.127 -2.038 0.01 0.18 -0.94 0.19
H -0.096 0.059 -2.806 -0.31 0.16 0.34 0.20
H 1.296 -0.084 -3.760 0.21 -0.03 0.20 0.23
Ti 1.114 -2.510 -3.774 3.30 -0.30 3.39 1.42
C 0.857 -4.548 -3.090 -0.23 -0.57 -0.02 -1.21
C 3.223 -2.491 -4.204 -0.26 -0.05 0.55 -1.21
C -0.284 -2.328 -5.012 -2.97 0.16 -2.51 -0.78
H 3.368 -2.102 -5.199 0.30 0.22 -0.57 0.19
H 3.947 -2.051 -3.508 -0.07 -0.01 -0.10 0.21
H 3.375 -3.575 -4.220 0.26 -0.07 -0.13 0.21
H 0.113 -5.144 -3.689 0.41 0.43 0.60 0.18
H 1.816 -5.083 -3.198 -0.13 0.11 -0.02 0.21
H 0.623 -4.617 -2.011 -0.14 -0.10 -0.35 0.22
H -0.904 -1.495 -5.324 -0.30 -0.11 -0.40 0.16
H -0.697 -3.343 -5.192 -0.22 0.59 -0.14 0.17
C -1.524 -1.868 2.471 0.04 -0.66 0.22 -0.66
C -1.912 -0.852 1.449 -0.16 -0.03 -0.32 -0.02
C -2.195 -1.246 0.133 0.10 0.24 -0.01 -0.26
C -2.132 -0.293 -0.894 -0.49 0.11 -0.21 -0.25
C -1.802 1.033 -0.604 -0.10 0.06 0.21 -0.24
C -1.671 1.444 0.733 0.05 -0.49 -0.19 0.13
N -1.312 2.787 1.003 -0.48 0.79 -0.50 -0.63
C -0.255 3.266 1.762 0.27 0.28 0.36 0.31
C -0.254 4.573 2.297 -0.11 -0.22 0.27 -0.30
C 0.571 4.867 3.379 0.12 -0.24 0.15 -0.19
C 1.383 3.875 3.929 0.07 -0.02 0.18 -0.27
C 1.506 2.654 3.283 0.17 0.56 -0.22 -0.16
C 0.822 2.428 2.107 -0.65 -0.23 -0.87 -0.22
C 1.169 1.286 1.194 0.18 -1.81 -0.63 0.76
O 1.381 1.452 -0.061 -0.45 0.61 1.72 -0.74
O 1.192 0.096 1.678 0.11 1.82 0.80 -0.76
C -1.859 0.511 1.774 0.63 0.24 -0.64 0.08
C -1.802 0.974 3.184 0.20 0.08 0.12 -0.67
H -0.541 -1.618 2.883 -0.05 0.12 -0.06 0.26
H -2.218 -1.922 3.304 -0.19 -0.09 0.18 0.21
H -1.397 -2.869 2.032 -0.22 0.32 0.07 0.24
H -2.485 -2.289 -0.055 0.51 0.46 -0.10 0.24
H -2.330 -0.584 -1.926 0.11 0.03 0.28 0.24
H -1.653 1.790 -1.381 0.02 -0.46 0.17 0.24
H -1.933 3.493 0.625 0.25 -0.20 -0.01 0.39
H -0.920 5.348 1.921 -0.13 -0.28 0.04 0.21
H 0.543 5.843 3.864 -0.06 -0.16 -0.32 0.21
H 1.964 4.043 4.829 -0.13 0.15 -0.04 0.21
H 2.144 1.875 3.650 0.45 -0.17 0.07 0.23
H -0.769 1.183 3.441 0.17 -0.07 0.33 0.25
H -2.348 1.902 3.285 -0.12 0.33 0.02 0.22
H -2.211 0.270 3.896 -0.03 -0.27 0.00 0.22

No. 2
81
Properties=species:S:1:pos:R:3:forces:R:3:lowdin_spin:R:1 method="wB97M-V/def2-TZVPD" charge=-2 spin_multiplicity=6 de_lowest_kcal_mol=0.0 homo_lumo_gap_ev="6.86 / 6.77" s2=9.3307 lumo_ev="4.409 / 4.410" homo_energy_ev="-2.450 / -2.356"
Dy -0.322 0.098 -0.010 -0.48 -0.04 0.27 5.07
O -3.342 -3.094 0.802 0.05 0.21 -0.02 0.00
C -2.273 -2.645 0.398 0.07 -0.66 0.10 0.00
O -1.945 -1.420 0.272 -0.08 0.26 -0.18 -0.01
C -1.209 -3.658 -0.091 -0.21 0.42 0.01 0.00
C -0.728 -3.233 -1.493 -0.05 -0.30 -0.04 0.00
C -0.092 -4.431 -2.214 -0.01 0.11 0.01 0.00
C 1.225 -4.585 -1.417 -0.01 0.09 0.05 0.00
C 1.134 -3.395 -0.442 0.04 -0.35 0.06 0.00
O 0.415 -2.419 -1.199 -0.09 0.21 -0.13 0.00
C 0.144 -3.707 0.691 0.15 0.37 0.12 0.00
C 0.358 -2.674 1.821 -0.16 -0.35 -0.03 0.00
O 0.363 -3.060 2.985 0.06 0.08 -0.08 0.00
O 0.609 -1.473 1.432 0.15 0.17 0.14 -0.01
H -1.690 -4.634 -0.107 0.03 -0.04 0.01 0.00
H -1.451 -2.664 -2.074 0.05 0.06 0.04 0.00
H 0.100 -4.182 -3.259 0.01 -0.03 0.00 0.00
H -0.730 -5.314 -2.177 -0.01 -0.01 -0.01 0.00
H 2.104 -4.491 -2.055 -0.02 0.00 -0.03 0.00
H 1.287 -5.531 -0.878 0.02 -0.02 0.00 0.00
H 2.094 -3.000 -0.123 -0.04 0.10 -0.02 0.00
H 0.307 -4.687 1.137 -0.01 -0.05 -0.03 0.00
N -0.556 2.776 -0.508 -0.14 -0.21 -0.13 -0.01
C -1.764 2.889 -1.340 0.10 -0.21 -0.18 0.00
C -1.771 1.771 -2.415 -0.06 0.62 0.02 0.00
O -2.166 2.059 -3.543 -0.01 -0.18 0.08 0.00
O -1.354 0.641 -1.999 0.14 -0.32 0.20 -0.01
H -0.618 3.392 0.293 0.00 -0.21 0.20 0.00
H 0.243 3.076 -1.056 0.12 -0.03 0.01 0.00
H -1.862 3.856 -1.838 0.00 -0.02 -0.02 0.00
H -2.640 2.730 -0.707 0.02 0.03 0.03 0.00
N 1.951 0.531 2.567 0.08 0.04 0.21 0.00
C 3.010 0.909 3.291 0.02 0.05 -0.01 0.00
C 3.446 2.109 2.768 0.02 0.06 0.03 0.00
C 2.564 2.366 1.708 -0.10 0.09 0.01 0.00
N 1.660 1.401 1.596 0.00 -0.35 -0.18 -0.01
H 1.395 -0.333 2.604 -0.02 0.03 -0.05 0.00
H 3.377 0.315 4.111 -0.05 -0.04 -0.02 0.00
H 4.276 2.710 3.099 -0.01 -0.02 0.00 0.00
H 2.549 3.208 1.036 -0.03 -0.03 -0.06 0.00
C 3.066 4.996 -2.399 0.00 0.02 -0.02 0.00
C 1.981 4.382 -3.015 -0.01 0.03 -0.02 0.00
C 1.752 3.027 -2.826 0.01 -0.05 -0.03 0.00
C 2.581 2.236 -2.015 -0.21 -0.12 0.13 0.00
C 3.672 2.876 -1.424 0.02 -0.05 -0.03 0.00
C 3.916 4.233 -1.611 0.04 0.06 0.00 0.00
Si 2.055 0.390 -1.683 1.52 0.19 -0.96 -0.01
C 3.774 -0.313 -1.061 -0.37 0.04 0.14 0.00
C 4.950 -0.278 -1.815 -0.01 0.02 -0.04 0.00
C 6.145 -0.787 -1.327 0.05 0.01 -0.05 0.00
C 6.200 -1.343 -0.055 -0.01 -0.02 0.06 0.00
C 5.048 -1.392 0.716 0.09 -0.01 0.00 0.00
C 3.854 -0.889 0.210 -0.02 0.01 -0.02 0.00
C 2.225 -0.227 -3.541 -0.29 0.05 0.24 0.00
C 2.804 0.509 -4.580 0.04 -0.07 0.05 0.00
C 2.874 0.019 -5.878 0.05 0.01 -0.05 0.00
C 2.368 -1.236 -6.182 -0.01 -0.02 -0.05 0.00
C 1.803 -1.997 -5.168 0.04 0.00 -0.04 0.00
C 1.734 -1.494 -3.876 -0.02 -0.04 -0.01 0.00
H 3.245 6.056 -2.538 0.01 -0.01 0.01 0.00
H 1.311 4.962 -3.640 0.00 -0.02 0.00 0.00
H 0.908 2.559 -3.330 -0.03 0.04 0.03 0.00
H 4.349 2.297 -0.804 0.00 0.03 0.02 0.00
H 4.775 4.699 -1.139 -0.01 -0.02 0.02 0.00
H 4.922 0.158 -2.810 0.03 -0.03 0.00 0.00
H 7.041 -0.756 -1.940 -0.01 0.03 0.00 0.00
H 7.134 -1.738 0.330 0.00 0.00 -0.01 0.00
H 5.078 -1.820 1.712 -0.02 -0.01 -0.01 0.00
H 2.957 -0.950 0.814 0.03 -0.01 0.00 0.00
H 3.219 1.489 -4.375 -0.03 0.05 -0.01 0.00
H 3.322 0.623 -6.661 0.00 0.01 0.02 0.00
H 2.404 -1.613 -7.198 0.02 0.00 0.01 0.00
H 1.404 -2.981 -5.392 -0.02 0.00 0.03 0.00
H 1.277 -2.092 -3.098 0.02 0.05 -0.08 0.00
F -0.774 0.759 3.352 0.05 -0.19 0.08 0.00
C -1.284 1.139 2.113 -0.33 0.25 0.25 0.00
F -1.212 2.549 2.187 0.08 0.21 -0.12 0.00
C -2.788 0.895 2.229 -0.25 0.16 0.11 0.00
F -3.075 -0.326 2.670 -0.03 0.01 -0.11 0.00
F -3.357 1.076 1.011 -0.04 -0.08 0.08 0.00
F -3.450 1.761 3.055 0.08 -0.08 0.05 0.00

No. 3
90
Properties=species:S:1:pos:R:3:forces:R:3:lowdin_spin:R:1 method="wB97M-V/def2-TZVPD" charge=+1 spin_multiplicity=2 de_lowest_kcal_mol=36.9 homo_lumo_gap_ev="8.82 / 2.20" s2=0.7543 lumo_ev="-2.501 / -9.128" homo_energy_ev="-11.326 / -11.326"
C 1.828 -0.877 -3.888 0.48 -1.35 0.79 0.00
C 3.124 -1.767 -3.638 -0.51 1.59 0.98 0.00
O 3.732 -1.401 -2.402 -0.82 0.64 0.15 0.00
O 0.772 -1.203 -2.896 0.24 0.33 -1.95 0.01
H 1.410 -1.087 -4.872 -0.08 -0.27 0.05 0.00
H 2.046 0.190 -3.878 0.24 -0.01 0.37 0.00
H 3.950 -1.567 -4.321 -0.72 -0.33 -1.06 0.00
H 2.847 -2.813 -3.511 -0.18 -0.09 -0.87 0.00
H 3.893 -2.251 -1.985 0.37 0.07 0.42 0.00
H 1.110 -0.985 -2.024 0.47 0.46 0.64 0.00
C 1.429 -3.582 3.405 -0.66 -1.88 -1.61 0.00
C 0.821 -3.456 4.754 0.39 0.45 1.22 0.00
O 1.649 -2.600 5.522 -0.76 0.72 0.12 0.00
O 2.707 -4.195 3.394 -0.57 -0.26 -0.04 0.00
H 1.363 -2.717 2.744 0.35 0.84 0.61 0.00
H 0.802 -4.246 2.810 -0.24 -0.53 0.10 0.00
H 0.821 -4.364 5.357 -0.34 -0.69 -0.76 0.00
H -0.201 -3.079 4.705 -0.04 0.19 -0.05 0.00
H 2.496 -2.676 5.077 0.41 0.37 0.71 0.00
H 3.365 -3.545 3.649 0.24 0.12 0.03 0.00
C -2.286 1.070 -3.631 0.25 -1.67 -0.60 0.11
C -3.517 1.654 -4.210 -0.53 -0.06 -0.43 0.02
O -3.260 2.409 -5.350 0.52 0.13 -0.13 0.06
O -1.763 -0.035 -4.375 -1.53 1.41 -1.03 0.69
H -2.501 0.581 -2.681 0.19 0.36 0.94 0.04
H -1.433 1.740 -3.524 0.35 0.56 0.35 0.05
H -3.908 2.282 -3.409 -0.15 0.12 0.40 0.01
H -4.246 0.875 -4.432 -0.03 -0.26 0.21 0.00
H -4.108 2.643 -5.733 -0.08 0.18 -0.28 0.00
H -1.143 -0.540 -3.845 1.53 -0.91 1.15 0.01
C -3.115 3.513 1.805 -0.72 0.82 0.72 0.00
C -2.236 4.674 1.421 -0.03 0.71 -0.92 0.00
O -2.060 5.710 2.392 0.19 -0.61 0.18 0.00
O -4.503 3.967 2.060 1.72 -0.92 -0.37 0.00
H -2.627 3.063 2.670 -0.57 -0.23 0.51 0.00
H -3.137 2.757 1.020 -0.18 0.25 -0.13 0.00
H -2.632 5.108 0.503 -0.10 0.14 -0.15 0.00
H -1.230 4.335 1.176 0.02 -0.16 0.16 0.00
H -2.887 5.999 2.784 -0.10 0.02 -0.15 0.00
H -4.422 4.813 2.506 -0.21 -0.01 0.15 0.00
C 3.250 -4.613 -0.971 -4.06 -1.33 1.24 0.00
C 2.129 -3.815 -0.102 3.04 0.26 -1.22 0.00
O 2.889 -3.020 0.814 -0.49 -0.10 -0.27 0.00
O 4.215 -3.827 -1.604 0.04 -0.40 0.75 0.00
H 2.647 -5.185 -1.676 -0.02 0.15 -0.65 0.00
H 3.582 -5.423 -0.321 0.99 0.41 0.30 0.00
H 1.456 -4.465 0.458 0.22 -0.24 -0.25 0.00
H 1.589 -3.151 -0.776 -0.27 -0.01 -0.01 0.00
H 3.803 -3.065 0.523 0.20 0.23 0.13 0.00
H 4.792 -4.462 -2.035 0.42 0.24 -0.20 0.00
C -4.470 -1.511 -0.023 -1.32 0.84 0.64 0.00
C -4.056 -0.462 1.088 0.54 -2.72 -1.31 0.00
O -4.958 -0.517 2.127 -0.85 0.44 1.02 0.00
O -5.493 -0.958 -0.895 1.19 0.01 -0.52 0.00
H -4.949 -2.393 0.403 0.20 0.09 0.86 0.00
H -3.644 -1.983 -0.554 0.11 0.84 -0.69 0.00
H -3.850 0.530 0.685 -0.15 0.08 -0.14 0.00
H -3.156 -0.904 1.517 0.41 0.41 0.02 0.00
H -5.845 -0.278 1.850 -0.04 0.23 -0.04 0.00
H -6.301 -0.819 -0.395 0.03 -0.16 0.11 0.00
C 0.168 -0.098 0.358 0.39 0.38 0.17 0.00
C -0.399 1.281 0.771 1.46 -1.18 0.44 0.00
O -0.801 2.006 -0.342 -1.31 0.50 -0.78 0.00
O 1.440 0.104 -0.306 -0.99 -0.22 -0.11 0.00
H -0.450 -0.651 -0.349 -0.47 0.19 0.00 0.00
H 0.326 -0.744 1.221 -0.11 0.07 0.21 0.00
H 0.442 1.760 1.272 0.22 0.28 0.01 0.00
H -1.167 1.260 1.545 -0.46 -0.28 -0.48 0.00
H -0.085 2.147 -0.966 0.67 0.10 0.19 0.00
H 2.100 -0.236 0.303 0.69 0.08 0.19 0.00
C -0.064 5.003 -2.538 -0.31 0.46 -1.79 0.00
C -1.517 4.717 -3.072 0.80 0.20 1.47 0.00
O -2.258 4.205 -1.979 -0.52 -0.46 -0.15 0.00
O 0.689 3.833 -2.125 -0.98 0.42 -0.28 0.00
H -0.072 5.779 -1.773 -0.31 -0.48 0.44 0.00
H 0.488 5.473 -3.351 0.07 0.03 -0.21 0.00
H -1.607 4.037 -3.919 0.61 -0.13 -0.26 0.00
H -2.045 5.623 -3.369 0.44 0.26 -0.01 0.00
H -1.702 3.528 -1.586 -0.05 -0.26 0.62 0.00
H 1.392 3.770 -2.776 0.17 -0.28 0.18 0.00
C 4.406 -1.093 4.217 1.49 1.32 1.04 0.00
C 3.310 -0.405 3.473 0.42 -0.36 -1.74 0.00
O 3.296 -0.795 2.083 -0.17 0.76 0.17 0.00
O 4.063 -2.337 4.656 -1.12 -3.13 0.30 0.00
H 4.557 -0.567 5.160 0.56 0.98 -0.30 0.00
H 5.329 -1.291 3.672 0.13 1.30 -0.47 0.00
H 3.552 0.654 3.384 -0.25 0.03 0.58 0.00
H 2.354 -0.608 3.956 -0.07 0.26 0.11 0.00
H 2.946 -1.672 1.912 -0.12 -0.50 0.22 0.00
H 4.728 -2.758 5.205 0.16 0.20 0.04 0.00

No. 4
21
Properties=species:S:1:pos:R:3:forces:R:3:nbo_charge:R:1 method="wB97M-V/def2-TZVPD" charge=+1 spin_multiplicity=1 de_lowest_kcal_mol=67.9 homo_lumo_gap_ev=8.95 lumo_ev=-3.116 homo_energy_ev=-12.068
C -2.602 1.794 -1.334 -1.22 1.28 -1.04 -0.03
C -1.277 1.709 -1.265 1.09 -0.21 -2.33 -0.08
C -2.027 0.899 0.520 -2.60 -1.30 3.91 0.25
C 2.330 -1.004 -0.154 4.10 -0.78 -1.21 -0.69
C 0.339 0.913 0.421 2.11 -5.52 2.96 -0.31
C 0.891 -0.918 -0.047 -2.51 3.01 -1.53 0.08
N -3.084 1.329 -0.181 0.52 -0.55 0.62 -0.47
N -0.916 1.087 -0.084 -1.31 1.86 -2.17 -0.27
N 0.411 -1.849 0.845 3.18 -1.65 -0.32 -0.80
H -3.320 2.226 -2.031 0.76 -0.16 -0.16 0.26
H -0.692 1.868 -2.143 1.06 0.20 0.22 0.26
H -2.046 0.483 1.527 -0.34 0.27 -0.32 0.24
H 2.823 -0.464 0.678 -0.19 -0.27 -0.30 0.23
H 2.834 -0.653 -1.105 -1.05 0.10 0.97 0.25
H 2.758 -2.080 -0.122 -1.14 1.44 0.23 0.25
H 1.014 1.557 0.026 1.95 1.91 -1.01 0.22
H 0.414 0.734 1.531 -0.46 0.88 -1.22 0.23
H 0.284 -0.767 -0.995 0.89 -1.19 0.80 0.18
H -4.027 1.537 0.059 -0.54 -0.58 0.92 0.46
H 1.112 -2.294 1.474 -0.85 0.78 -0.80 0.39
H -0.383 -1.629 1.296 -3.45 0.49 1.77 0.36

Calculated calculated total energy, -92860.2848; -99083.0881; -56380.6399; -10878.3722 eV (same order as the records).